Entry 1:
Density functional theory data (ωB97M-V with the def2-TZVPD basis set) for a cluster of 2 separate species, C9H9N3O2 in total at a distorted geometry.

Molecular weight: 191.19 g mol⁻¹
Largest force on an atom: 7.38 eV/Å
SMILES string: O=c1cc[nH]c(=O)[nH]1.c1ccncc1
Energy relative to the best compared isomer or geometry (same formula, charge and spin): 94.41 kcal/mol

```
! wB97M-V def2-TZVPD RIJCOSX def2/J DEFGRID3
* xyz 0 1
O -0.40 -1.05 -0.39
C -1.56 -0.75 -0.18
C -2.82 -1.54 -0.34
C -3.97 -0.95 -0.26
N -4.20 0.31 0.06
C -3.22 1.19 0.20
O -3.46 2.43 0.45
N -2.01 0.61 -0.18
H -2.94 -2.62 -0.79
H -4.91 -1.64 -0.34
H -5.22 0.61 0.28
H -1.38 1.38 -0.34
C 2.93 -0.67 0.76
C 1.88 0.14 0.29
C 2.49 1.12 -0.52
N 3.67 1.21 -0.84
C 4.61 0.46 -0.31
C 4.28 -0.48 0.55
H 2.83 -1.50 1.59
H 0.86 0.32 0.63
H 2.00 2.06 -0.90
H 5.67 0.38 -0.64
H 4.88 -1.02 1.21
*
```

Entry 2:
Density functional theory data (ωB97M-V with the def2-TZVPD basis set) for the molecule C9H9NO3S at a distorted geometry.

Molecular weight: 211.24 g mol⁻¹
Largest force on an atom: 4.59 eV/Å
SMILES string: CO[C@H]1c2ccccc2S[C@@H]1[N+](=O)[O-]
Energy relative to the best compared isomer or geometry (same formula, charge and spin): 88.51 kcal/mol

```
! wB97M-V def2-TZVPD RIJCOSX def2/J DEFGRID3
* xyz 0 1
C -1.14 -2.85 -0.60
O -0.26 -1.75 -0.85
C -0.48 -0.71 0.05
C 0.60 0.27 0.24
C 1.82 0.06 0.87
C 2.88 0.96 0.85
C 2.80 2.11 0.10
C 1.54 2.43 -0.50
C 0.43 1.52 -0.44
S -1.08 1.80 -1.06
C -1.71 0.24 -0.51
N -2.76 0.36 0.48
O -3.60 -0.55 0.37
O -2.84 1.31 1.22
H -1.20 -3.07 0.50
H -0.78 -3.86 -1.02
H -2.17 -2.62 -1.10
H -0.70 -1.21 1.08
H 1.91 -0.91 1.42
H 3.71 0.64 1.38
H 3.54 2.86 0.15
H 1.51 3.40 -1.14
H -2.03 -0.43 -1.47
*
```

Entry 3:
Density functional theory data (ωB97M-V with the def2-TZVPD basis set) for the ion CBr2ClNP with charge +1 at a distorted geometry.

Molecular weight: 252.25 g mol⁻¹
Largest force on an atom: 11.39 eV/Å
Energy relative to the best compared isomer or geometry (same formula, charge and spin): 53.74 kcal/mol

```
! wB97M-V def2-TZVPD RIJCOSX def2/J DEFGRID3
* xyz 1 1
C 1.69 -0.02 0.22
N 2.76 0.35 0.41
P 0.26 -0.78 -0.60
Cl -2.97 1.23 -0.90
Br -1.38 1.36 0.01
Br -0.36 -2.14 0.86
*
```

Entry 4:
Density functional theory data (ωB97M-V with the def2-TZVPD basis set) for a structure of composition CBr2N2O at a distorted geometry.

Molecular weight: 215.83 g mol⁻¹
Largest force on an atom: 3.90 eV/Å
Energy relative to the best compared isomer or geometry (same formula, charge and spin): 20.03 kcal/mol

```
! wB97M-V def2-TZVPD RIJCOSX def2/J DEFGRID3
* xyz 0 1
C 0.79 -0.01 -0.06
N -0.32 0.50 0.19
N -1.55 0.28 0.42
O -2.44 -0.04 -0.40
Br 2.17 1.17 -0.05
Br 1.35 -1.90 -0.09
*
```

Entry 5:
Density functional theory data (ωB97M-V with the def2-TZVPD basis set) for a structure of composition CBr2N2O at a distorted geometry.

Molecular weight: 215.83 g mol⁻¹
Largest force on an atom: 4.25 eV/Å
Energy relative to the best compared isomer or geometry (same formula, charge and spin): 47.18 kcal/mol

```
! wB97M-V def2-TZVPD RIJCOSX def2/J DEFGRID3
* xyz 0 1
C 0.47 -0.87 -1.29
N -0.88 0.02 0.36
N -0.86 0.33 1.42
O -0.75 0.68 2.50
Br 0.02 0.15 -2.69
Br 1.99 -0.31 -0.31
*
```

Entry 6:
Density functional theory data (ωB97M-V with the def2-TZVPD basis set) for a structure of composition CBr3NO at a distorted geometry.

Molecular weight: 281.73 g mol⁻¹
Largest force on an atom: 1.35 eV/Å
Energy relative to the best compared isomer or geometry (same formula, charge and spin): 2.02 kcal/mol

```
! wB97M-V def2-TZVPD RIJCOSX def2/J DEFGRID3
* xyz 0 3
C 1.31 -1.13 -0.11
N -1.50 1.20 -0.01
O -1.48 2.15 0.61
Br 2.27 0.41 -0.05
Br 2.11 -2.41 -1.15
Br -2.70 -0.22 0.72
*
```

Entry 7:
Density functional theory data (ωB97M-V with the def2-TZVPD basis set) for a structure of composition CBrCl2O3S at a distorted geometry.

Molecular weight: 242.88 g mol⁻¹
Largest force on an atom: 2.32 eV/Å
Energy relative to the best compared isomer or geometry (same formula, charge and spin): 51.68 kcal/mol

```
! wB97M-V def2-TZVPD RIJCOSX def2/J DEFGRID3
* xyz -1 1
C 1.26 -0.61 -0.14
O -1.93 0.33 -1.22
O -1.42 1.94 0.62
O -2.20 -0.36 1.21
S -1.72 0.58 0.19
Cl 2.07 -2.16 0.41
Cl 1.50 -0.46 -1.86
Br 2.44 0.74 0.78
*
```

Entry 8:
Density functional theory data (ωB97M-V with the def2-TZVPD basis set) for a cluster of 2 separate species, CBrClF2O in total at a distorted geometry.

Molecular weight: 181.36 g mol⁻¹
Largest force on an atom: 6.12 eV/Å
SMILES string: O=C(F)Br.FCl
Energy relative to the best compared isomer or geometry (same formula, charge and spin): 4.25 kcal/mol

```
! wB97M-V def2-TZVPD RIJCOSX def2/J DEFGRID3
* xyz 0 1
O -0.35 -0.83 1.06
C -1.13 -0.36 0.40
F -2.28 -0.94 -0.05
Br -1.29 1.46 -0.19
F 2.20 2.04 -0.96
Cl 2.21 0.78 0.20
*
```